56
Properties=species:S:1:pos:R:3 method="wB97M-V/def2-TZVPD" homo_energy_ha=-0.3074 homo_lumo_gap_ev=7.190
Rb -2.8280 13.5612 16.7917
O -0.6227 9.9225 16.8422
C -1.5657 10.0736 17.8731
O -1.7700 11.3048 18.1811
O -2.0864 9.0724 18.3394
H -0.4920 10.8628 16.6364
C 2.2320 13.2157 15.1339
C 1.0527 12.2917 15.0396
O 0.0511 12.4797 15.6980
C 1.1628 11.1157 14.1012
H 1.9318 14.1561 15.5866
H 2.6297 13.4016 14.1352
H 3.0104 12.7304 15.7238
H 2.0602 10.5403 14.3393
H 1.2955 11.5186 13.0931
H 0.2547 10.5258 14.1599
C -6.3116 9.5030 17.8412
C -5.9241 9.0201 16.4687
O -6.7453 8.5485 15.7186
C -4.4802 9.1432 16.0861
H -7.3579 9.2615 18.0080
H -6.1739 10.5877 17.8766
H -5.6860 9.0718 18.6217
H -3.8612 8.5163 16.7377
H -4.0883 10.1518 16.2284
H -4.2810 8.8200 15.0655
C 2.2138 8.0025 17.0078
C 2.7108 7.4400 15.7071
O 3.1812 8.1746 14.8618
C 2.6567 5.9467 15.4927
H 1.1443 7.8344 17.1496
H 2.3813 9.0782 17.0230
H 2.7694 7.5808 17.8495
H 2.4561 5.7395 14.4459
H 1.9007 5.5282 16.1575
H 3.6133 5.4870 15.7498
C -0.4390 13.7883 21.0730
C -1.0166 13.3552 22.4050
O -2.1092 12.8625 22.4782
C -0.1556 13.5627 23.6339
H 0.6008 13.4669 20.9937
H -0.5048 14.8687 20.9465
H -1.0081 13.2617 20.3054
H 0.4301 14.4795 23.5177
H 0.5291 12.7286 23.7712
H -0.8043 13.6913 24.4976
C -1.6410 6.4494 16.4342
C -0.9147 6.2726 15.1270
O -0.5480 5.1827 14.7501
C -0.6581 7.5345 14.3436
H -1.1405 5.9594 17.2676
H -2.6466 6.0290 16.3511
H -1.7513 7.4994 16.7042
H 0.1987 8.0660 14.7616
H -1.5220 8.2055 14.3896
H -0.5018 7.4027 13.2715


30
Properties=species:S:1:pos:R:3 method="wB97M-V/def2-TZVPD" homo_energy_ha="-0.5083 / -0.5043" charge=+2 homo_lumo_gap_ev="3.532 / 3.317"
Cl -2.1778 4.0837 -2.4819
C -0.6494 -1.4578 -1.5181
C 0.7536 -1.6376 -1.3520
C 1.4096 -0.6685 -2.1448
H 1.2284 -2.3872 -0.7434
C 0.4286 0.1067 -2.8209
C -0.8430 -0.3787 -2.4110
H -1.7928 0.0033 -2.7456
H -1.4226 -2.0479 -1.0583
H 2.4750 -0.5428 -2.2393
C 0.6853 1.2053 -3.7887
Sn 0.1900 0.4480 -0.4529
C 1.7311 1.3429 0.4044
O 2.6679 1.8299 0.8841
C -1.2345 1.7143 0.0762
O -2.0995 2.4326 0.3603
H 1.6245 1.7112 -3.5776
H -0.1125 1.9442 -3.7758
H 0.7483 0.8106 -4.8052
Cl -0.3240 1.3093 5.2375
C -0.3104 0.1603 3.9114
C -0.4846 -1.1986 4.1562
C -0.4714 -2.0943 3.0908
C -0.2828 -1.6187 1.7903
N -0.1094 -0.2832 1.5487
C -0.1238 0.6009 2.5993
H -0.6297 -1.5588 5.1665
H -0.6060 -3.1529 3.2704
H -0.2788 -2.3370 0.9915
H 0.0114 1.6607 2.4293